a) This record from the OMol25 dataset describes C2H6NP as an isolated structure. The level of theory is wB97M-V/def2-TZVPD.

Each line ends with the natural charge from an NBO analysis.
CARTESIAN COORDINATES (ANGSTROEM)
1 C 0.7437 0.2581 0.9369  -0.64
2 C -0.8328 0.2519 -0.1638  -0.20
3 N -0.6074 -0.2525 -1.3804  -0.82
4 P 0.2420 -1.3796 -2.0547  0.76
5 H 1.3084 -0.4803 0.5582  0.19
6 H 0.9298 1.3253 0.7349  0.20
7 H 0.4437 0.1025 1.9311  0.20
8 H -1.0450 1.2682 -0.1464  0.19
9 H -1.6493 -0.3985 0.2447  0.22
10 H -0.4558 -1.3994 -3.4473  -0.09

Output
Gap between HOMO and LUMO   7.770 eV
LUMO level   -0.3 eV
HOMO energy   -8.09 eV
Total charge   0


b) This record from the OMol25 dataset describes a 2-piece molecular cluster, C2H6NP overall. The level of theory is wB97M-V/def2-TZVPD.

Each line ends with the natural charge from an NBO analysis.
CARTESIAN COORDINATES (ANGSTROEM)
1 C 0.8281 0.5487 0.9182  -0.51
2 C -0.3946 -0.4735 -1.4507  -0.95
3 N -0.4407 0.1363 1.1780  -0.53
4 P 0.3269 -1.0960 0.1346  0.75
5 H 0.8123 1.4333 0.2230  0.23
6 H 1.7017 0.2902 1.6602  0.25
7 H 0.3344 -0.7251 -2.2084  0.23
8 H -0.6060 0.5498 -1.6950  0.24
9 H -1.1778 -1.1553 -1.6336  0.23
10 H -0.8485 -1.0172 2.8775  0.07

Output
Gap between HOMO and LUMO (spin up / spin down)   8.127 / 8.798 eV
LUMO level (spin up / spin down)   -0.7 / -0.1 eV
HOMO energy (spin up / spin down)   -8.86 / -8.91 eV
Total charge   0


Relative energies, unit hartree: a) 0.0000; b) 0.0918


a) This record from the OMol25 dataset describes a 5-piece molecular cluster, CH10O6 overall. The level of theory is wB97M-V/def2-TZVPD.

Each line ends with the natural charge from an NBO analysis.
CARTESIAN COORDINATES (ANGSTROEM)
1 O 0.1021 0.9357 -2.8453  -0.59
2 C 0.3784 1.3535 -1.7629  0.68
3 O 1.0916 0.6951 -0.8775  -0.73
4 H 0.0897 2.3750 -1.4634  0.10
5 H 0.8018 0.4887 0.0139  0.54
6 O 0.9304 0.6021 2.2407  -1.00
7 H 0.8997 -0.3533 2.0060  0.51
8 H 1.5158 0.6810 2.9844  0.48
9 O 0.0706 -1.5501 0.8200  -1.01
10 H 0.0482 -1.7860 -0.1259  0.52
11 H -0.8026 -1.1730 0.9839  0.49
12 O 0.0498 -1.7656 -1.9431  -0.98
13 H -0.0969 -0.9332 -2.4192  0.50
14 H 0.0638 -2.4291 -2.6391  0.48
15 O -1.6994 0.7018 1.3964  -0.99
16 H -0.9385 1.0394 1.9194  0.51
17 H -2.5044 1.1178 1.7115  0.48

Output
SMILES string   O=CO.O.O.O.O
Gap between HOMO and LUMO   11.413 eV
LUMO level   0.5 eV
HOMO energy   -10.90 eV
Total charge   0


b) This record from the OMol25 dataset describes a 5-piece molecular cluster, CH10O6 overall. The level of theory is wB97M-V/def2-TZVPD.

Each line ends with the natural charge from an NBO analysis.
CARTESIAN COORDINATES (ANGSTROEM)
1 O 0.8582 1.4443 0.5895  -0.70
2 C -0.2119 1.3611 1.1836  0.67
3 O -1.0475 0.3976 0.8741  -0.73
4 H -0.6328 2.0324 1.9361  0.13
5 H -0.5319 -0.3213 0.1829  0.49
6 O -0.1941 -1.3559 -0.5529  -0.91
7 H -0.3117 -0.9025 -1.4014  0.49
8 H 0.8053 -1.5366 -0.6082  0.52
9 O -3.9964 -0.1790 0.2555  -0.93
10 H -3.5638 0.6331 0.5717  0.47
11 H -3.2107 -0.7378 0.2902  0.47
12 O 1.9641 0.4412 -1.6648  -1.01
13 H 2.2578 1.0409 -2.3573  0.49
14 H 1.5834 0.9395 -0.9327  0.51
15 O 2.3904 -1.6450 -0.1825  -0.95
16 H 2.3543 -1.7172 0.7802  0.48
17 H 2.4441 -0.7209 -0.4376  0.51

Output
SMILES string   O=CO.O.O.O.O
Gap between HOMO and LUMO   11.448 eV
LUMO level   0.4 eV
HOMO energy   -11.07 eV
Total charge   0


Relative energies, unit hartree: a) 0.0000; b) 0.0021


a) This record from the OMol25 dataset describes one molecule with the formula C10H20N2O3S. The level of theory is wB97M-V/def2-TZVPD.

Each line ends with the natural charge from an NBO analysis.
CARTESIAN COORDINATES (ANGSTROEM)
1 C -4.4833 2.5576 1.7804  -0.81
2 S -2.7529 3.0499 1.5220  0.21
3 C -1.9345 1.4233 1.6001  -0.57
4 C -0.3342 1.5272 1.7561  -0.41
5 C 0.3770 0.1633 2.3713  -0.12
6 N 1.8069 0.4839 2.7666  -0.87
7 C 0.1958 -0.6770 1.0660  0.70
8 O -0.9081 -1.3050 0.8454  -0.68
9 N 1.2021 -0.7239 0.1734  -0.60
10 C 0.9631 -1.3690 -1.1959  -0.15
11 C 1.0234 -2.8114 -0.9595  0.74
12 O 1.9954 -3.4333 -1.4158  -0.64
13 O 0.2311 -3.2716 -0.1452  -0.63
14 C 2.0044 -0.9882 -2.3847  -0.22
15 C 1.7551 0.5483 -2.4104  -0.61
16 C 1.4078 -1.5886 -3.5663  -0.64
17 H -5.2423 3.2424 1.0740  0.25
18 H -4.8038 2.5166 3.0109  0.24
19 H -4.5849 1.4805 1.1975  0.24
20 H -2.0834 1.0596 0.4670  0.23
21 H -2.1226 0.4592 2.4620  0.24
22 H -0.1490 1.5027 0.7081  0.21
23 H 0.0478 2.4568 2.2614  0.22
24 H -0.4330 -0.1710 3.1142  0.21
25 H 1.6147 1.4210 3.2551  0.38
26 H 2.3567 -0.3181 3.4417  0.40
27 H 2.0993 -0.2810 0.2034  0.44
28 H -0.0218 -1.1209 -1.6139  0.23
29 H -0.5234 -2.4191 -0.1825  0.51
30 H 2.9894 -1.1305 -2.2104  0.23
31 H 1.9270 1.2243 -3.5188  0.22
32 H 2.0533 0.9901 -1.5361  0.19
33 H 0.6283 0.9459 -2.3589  0.20
34 H 1.6260 -2.6008 -3.3178  0.26
35 H 1.8287 -1.1786 -4.6271  0.22
36 H 0.2438 -1.6646 -3.6332  0.21

Output
SMILES string   CSCC[C@H](N)C(=O)N[C@H](C(=O)O)C(C)C
Gap between HOMO and LUMO   9.289 eV
LUMO level   0.5 eV
HOMO energy   -8.77 eV
Total charge   0


b) This record from the OMol25 dataset describes one molecule with the formula C10H20N2O3S. The level of theory is wB97M-V/def2-TZVPD.

Each line ends with the natural charge from an NBO analysis.
CARTESIAN COORDINATES (ANGSTROEM)
1 C -4.9574 0.1662 1.3776  -0.78
2 S -4.6398 -1.1200 0.1443  0.22
3 C -3.1963 -0.4653 -0.5971  -0.58
4 C -1.9088 -0.6337 0.2767  -0.38
5 C -0.6765 -0.1088 -0.5117  -0.17
6 N 0.5731 -0.5104 0.0089  -0.61
7 C 1.7648 -0.4543 -0.6916  0.70
8 O 1.8655 -0.0222 -1.8250  -0.66
9 C 2.9474 -0.9922 0.1271  -0.12
10 N 3.8548 -1.8846 -0.5535  -0.85
11 C 3.7595 0.2891 0.5893  -0.22
12 C 2.8359 1.3478 1.2279  -0.64
13 C 4.9406 -0.1479 1.3843  -0.60
14 C -0.8794 1.4350 -0.5928  0.77
15 O -1.8067 2.1123 -0.1188  -0.59
16 O 0.1955 2.1265 -1.0336  -0.67
17 H -6.1245 0.1929 1.5485  0.25
18 H -4.2621 -0.0268 2.2544  0.22
19 H -4.6882 1.2067 0.9830  0.23
20 H -3.0290 -0.9144 -1.5617  0.22
21 H -3.2120 0.6122 -0.7224  0.25
22 H -1.6150 -1.6974 0.4376  0.20
23 H -1.9349 -0.1564 1.1877  0.21
24 H -0.7057 -0.5545 -1.5175  0.23
25 H 0.6934 -0.8233 0.9449  0.41
26 H 2.5997 -1.4861 1.1016  0.18
27 H 4.0692 -1.5154 -1.5225  0.39
28 H 3.4731 -2.8723 -0.4900  0.38
29 H 4.0450 0.6868 -0.3856  0.20
30 H 2.0762 0.9680 2.0148  0.20
31 H 2.3106 1.9432 0.4358  0.23
32 H 3.4097 2.1792 1.7643  0.23
33 H 5.5714 0.6460 1.5630  0.21
34 H 5.5443 -0.9512 0.9543  0.24
35 H 4.4931 -0.5670 2.3390  0.19
36 H 0.7149 1.4660 -1.5447  0.50

Output
SMILES string   CSCC[C@H](NC(=O)[C@@H](N)C(C)C)C(=O)O
Gap between HOMO and LUMO   9.009 eV
LUMO level   0.5 eV
HOMO energy   -8.53 eV
Total charge   0


Relative energies, unit hartree: a) 0.2275; b) 0.0000


a) This record from the OMol25 dataset describes one molecule with the formula C4H9NOS. The level of theory is wB97M-V/def2-TZVPD.

Each line ends with the natural charge from an NBO analysis.
CARTESIAN COORDINATES (ANGSTROEM)
1 C -0.5438 0.2911 -1.7620  -0.64
2 C -0.3282 0.6873 -0.2553  -0.02
3 C -1.1348 -0.4052 0.7192  -0.56
4 S -0.5733 -1.0658 2.3545  -0.02
5 N 0.9814 0.7323 0.1292  -0.72
6 C 2.0347 -0.0833 0.5567  0.54
7 O 2.1443 -0.9911 1.4385  -0.53
8 H 0.1265 -0.3866 -2.2976  0.23
9 H -1.6347 -0.0982 -1.8859  0.21
10 H -0.6689 1.2880 -2.2704  0.22
11 H -0.8311 1.7184 -0.0066  0.21
12 H -1.4660 -1.1511 -0.0477  0.22
13 H -2.0019 0.2203 1.1302  0.22
14 H -0.3453 -2.3887 2.1535  0.14
15 H 1.3938 1.6635 0.3281  0.40
16 H 2.8474 -0.0311 -0.2843  0.11

Output
SMILES string   C[C@@H](CS)NC=O
Gap between HOMO and LUMO   8.840 eV
LUMO level   0.6 eV
HOMO energy   -8.27 eV
Total charge   0


b) This record from the OMol25 dataset describes one molecule with the formula C4H9NOS. The level of theory is wB97M-V/def2-TZVPD.

Each line ends with the natural charge from an NBO analysis.
CARTESIAN COORDINATES (ANGSTROEM)
1 C 1.1070 -1.1148 -1.9117  -0.42
2 N 0.8026 -0.0416 -0.9779  -0.62
3 C 0.6689 -0.1885 0.3827  0.67
4 O 1.0740 -1.1749 0.9330  -0.62
5 C 0.0983 0.9320 1.2264  -0.50
6 C -1.4108 0.7685 1.5167  -0.47
7 S -2.3774 0.4372 -0.0473  -0.08
8 H 0.2109 -1.5941 -2.2998  0.19
9 H 1.7238 -0.6802 -2.7000  0.20
10 H 1.7562 -1.8644 -1.4304  0.23
11 H 0.7250 0.8722 -1.3444  0.39
12 H 0.6270 1.0137 2.1743  0.24
13 H 0.2262 1.8791 0.6945  0.20
14 H -1.5606 -0.0985 2.1809  0.23
15 H -1.7623 1.6552 1.9958  0.23
16 H -1.9088 -0.8010 -0.3928  0.13

Output
SMILES string   CNC(=O)CCS
Gap between HOMO and LUMO   9.836 eV
LUMO level   0.8 eV
HOMO energy   -9.08 eV
Total charge   0


Relative energies, unit hartree: a) 0.1181; b) 0.0000